No. 1
{"formula": "C17H29Br9Cl6O12", "method": "wB97M-V/def2-TZVPD", "homo_lumo_gap_ev": 9.54, "e_tot_ha": -27495.23110, "homo_energy_ev": -10.19, "symbols": ["C", "O", "C", "O", "O", "C", "H", "H", "H", "H", "H", "H", "C", "O", "C", "O", "O", "C", "H", "H", "H", "H", "H", "H", "C", "O", "C", "O", "O", "C", "H", "H", "H", "H", "H", "H", "C", "O", "C", "O", "O", "C", "H", "H", "H", "H", "H", "H", "C", "Br", "Br", "Br", "H", "C", "Br", "Br", "Br", "H", "C", "Br", "Br", "Br", "H", "C", "Cl", "Cl", "Cl", "H", "C", "Cl", "Cl", "Cl", "H"], "xyz": [[2.63, -3.71, -2.69], [1.95, -4.14, -3.92], [0.64, -4.30, -3.96], [-0.11, -4.13, -3.05], [0.22, -4.75, -5.12], [-1.20, -5.11, -5.18], [2.34, -2.70, -2.34], [3.73, -3.77, -2.87], [2.34, -4.46, -1.98], [-1.26, -5.91, -5.89], [-1.69, -4.22, -5.50], [-1.53, -5.38, -4.18], [0.60, 6.07, 6.91], [-0.63, 5.62, 6.39], [-1.33, 4.81, 7.17], [-1.01, 4.57, 8.33], [-2.34, 4.19, 6.54], [-2.90, 4.66, 5.35], [1.13, 6.51, 6.02], [1.25, 5.21, 7.12], [0.56, 6.66, 7.77], [-3.25, 5.68, 5.46], [-3.70, 3.97, 5.06], [-2.24, 4.66, 4.52], [-0.10, -2.44, 2.74], [0.80, -2.55, 1.57], [0.18, -1.94, 0.51], [-0.96, -1.56, 0.42], [1.09, -1.77, -0.45], [0.72, -0.70, -1.35], [-1.09, -2.73, 2.51], [-0.30, -1.41, 3.04], [0.36, -3.05, 3.45], [1.65, -0.32, -1.74], [0.09, -0.04, -0.75], [0.21, -1.12, -2.22], [-1.88, 1.98, -2.40], [-2.08, 2.36, -3.78], [-1.37, 1.76, -4.71], [-0.45, 0.97, -4.54], [-1.65, 2.35, -5.89], [-0.59, 2.15, -6.82], [-2.32, 0.98, -2.17], [-2.40, 2.71, -1.84], [-0.79, 1.95, -2.19], [-0.37, 1.14, -7.08], [0.38, 2.52, -6.49], [-1.02, 2.43, -7.77], [3.19, 3.19, 0.33], [1.45, 3.97, 0.06], [4.36, 4.38, 1.47], [4.19, 2.63, -1.30], [3.01, 2.28, 0.82], [-2.25, -6.00, 1.93], [-0.59, -6.27, 2.94], [-2.05, -4.95, 0.39], [-3.46, -5.19, 3.15], [-2.52, -7.08, 1.77], [3.43, 0.05, 4.60], [2.37, -1.20, 5.67], [5.12, 0.57, 5.41], [2.30, 1.61, 4.11], [3.66, -0.47, 3.66], [-3.47, -0.23, 1.75], [-2.71, 0.00, 3.35], [-3.98, 1.35, 1.09], [-4.80, -1.35, 1.69], [-2.68, -0.62, 1.12], [2.51, -0.03, -5.12], [3.24, 0.99, -6.39], [3.90, -0.62, -4.20], [1.55, -1.34, -5.77], [1.93, 0.59, -4.52]]}



No. 2
{"formula": "C17H29BrNO2", "method": "wB97M-V/def2-TZVPD", "homo_lumo_gap_ev": 9.60, "e_tot_ha": -3444.19720, "charge": 1, "smiles": "CCCC[NH+](CCCC)C[C@@H](O)COc1ccccc1Br", "relative_energy_kj_mol": 10.4, "homo_energy_ev": -11.80, "symbols": ["C", "C", "C", "C", "N", "C", "C", "C", "C", "C", "C", "O", "C", "O", "C", "C", "C", "C", "C", "C", "Br", "H", "H", "H", "H", "H", "H", "H", "H", "H", "H", "H", "H", "H", "H", "H", "H", "H", "H", "H", "H", "H", "H", "H", "H", "H", "H", "H", "H", "H"], "xyz": [[-4.71, -0.05, 0.36], [-3.95, 0.04, 1.68], [-2.98, 1.24, 1.74], [-1.49, 0.93, 1.67], [-0.93, 0.38, 0.39], [-1.24, -1.06, 0.18], [-0.25, -1.74, -0.76], [-0.49, -3.25, -0.79], [0.47, -3.95, -1.73], [-1.20, 1.21, -0.80], [-0.23, 2.39, -0.96], [-0.32, 3.19, 0.20], [1.22, 1.95, -1.25], [1.65, 1.12, -0.19], [2.99, 0.82, -0.06], [4.00, 1.20, -0.93], [5.31, 0.83, -0.67], [5.63, 0.09, 0.45], [4.63, -0.31, 1.32], [3.33, 0.06, 1.06], [1.92, -0.49, 2.22], [-5.33, 0.83, 0.23], [-5.37, -0.92, 0.37], [-4.06, -0.14, -0.50], [-3.42, -0.89, 1.88], [-4.69, 0.15, 2.48], [-3.10, 1.74, 2.70], [-3.26, 1.97, 0.98], [-1.22, 0.23, 2.45], [-0.96, 1.87, 1.84], [0.10, 0.42, 0.53], [-2.25, -1.15, -0.20], [-1.17, -1.55, 1.15], [-0.34, -1.36, -1.78], [0.77, -1.56, -0.42], [-0.37, -3.65, 0.22], [-1.52, -3.45, -1.11], [0.29, -5.03, -1.73], [0.36, -3.59, -2.75], [1.50, -3.78, -1.42], [-2.22, 1.60, -0.73], [-1.13, 0.59, -1.69], [-0.57, 2.96, -1.84], [0.16, 4.01, 0.08], [1.27, 1.42, -2.20], [1.85, 2.85, -1.31], [3.77, 1.77, -1.82], [6.08, 1.14, -1.35], [6.65, -0.19, 0.65], [4.86, -0.90, 2.19]]}



No. 3
{"formula": "C17H29BrNO2P2Pr", "method": "wB97M-V/def2-TZVPD", "homo_lumo_gap_ev": [5.77, 5.80], "e_tot_ha": -4644.11244, "multiplicity": 3, "homo_energy_ev": [-5.75, -5.76], "symbols": ["C", "C", "N", "C", "C", "C", "C", "P", "Pr", "P", "C", "C", "C", "C", "C", "C", "C", "O", "O", "H", "H", "H", "C", "C", "H", "H", "H", "H", "C", "C", "H", "H", "H", "H", "H", "H", "H", "H", "H", "H", "H", "H", "H", "H", "H", "H", "H", "H", "H", "H", "H", "H", "Br"], "xyz": [[-3.21, -2.44, 0.46], [-1.91, -1.89, 0.69], [-1.75, -0.49, 0.63], [-2.85, 0.27, 0.48], [-4.11, -0.24, 0.20], [-4.30, -1.62, 0.17], [-0.81, -2.72, 1.08], [0.78, -2.15, 1.50], [0.49, 0.66, 0.92], [-1.23, 2.56, -0.26], [-2.72, 1.80, 0.57], [2.85, 0.16, -0.54], [3.37, 0.52, 0.81], [4.16, 1.64, 0.95], [4.33, 2.52, -0.11], [3.53, 2.46, -1.28], [2.86, 1.31, -1.52], [-0.86, -4.13, -3.12], [0.17, 0.05, -2.58], [-3.31, -3.53, 0.53], [-4.92, 0.45, 0.04], [-5.27, -2.05, -0.09], [1.07, -2.41, 3.31], [1.98, -3.35, 0.78], [-3.61, 2.29, 0.15], [-2.64, 2.03, 1.64], [-0.56, -3.63, -3.89], [-1.05, -3.79, 1.11], [-1.39, 4.31, 0.20], [-1.86, 2.60, -1.98], [3.25, -0.28, 1.58], [4.62, 1.81, 1.92], [5.07, 3.31, -0.05], [3.48, 3.29, -2.01], [2.07, 1.28, -2.29], [1.82, -0.19, -0.39], [0.77, -0.19, -3.30], [0.18, -0.77, -2.03], [-1.77, -4.38, -3.33], [3.22, -0.85, -0.85], [1.06, -3.48, 3.53], [2.04, -1.97, 3.59], [0.28, -1.90, 3.87], [1.97, -4.28, 1.37], [1.69, -3.57, -0.25], [2.97, -2.91, 0.79], [-2.67, 3.33, -2.08], [-1.03, 2.88, -2.65], [-2.21, 1.60, -2.28], [-2.27, 4.79, -0.25], [-1.44, 4.42, 1.29], [-0.50, 4.84, -0.15], [0.15, 2.05, 3.09]]}



No. 4
{"formula": "C17H29CaClCsF7LiN2O8P2S", "method": "wB97M-V/def2-TZVPD", "homo_lumo_gap_ev": 3.60, "e_tot_ha": -4322.16603, "charge": -1, "homo_energy_ev": -4.07, "symbols": ["C", "P", "O", "C", "C", "O", "O", "H", "H", "H", "H", "H", "Ca", "C", "S", "O", "C", "H", "H", "H", "H", "H", "H", "Cs", "C", "O", "N", "C", "C", "H", "H", "H", "H", "H", "H", "H", "C", "C", "C", "O", "C", "O", "O", "H", "H", "H", "H", "H", "H", "N", "C", "C", "C", "C", "C", "H", "H", "H", "H", "H", "F", "P", "F", "F", "F", "F", "F", "Li", "F", "Cl"], "xyz": [[2.50, 0.54, 3.22], [3.60, 1.93, 3.80], [2.67, 3.05, 4.50], [4.10, 2.48, 2.24], [3.07, 3.46, 1.71], [3.13, 4.67, 1.92], [2.16, 2.85, 1.08], [1.94, 0.02, 3.99], [1.80, 0.99, 2.48], [3.14, -0.11, 2.67], [2.89, 3.10, 5.43], [4.08, 1.60, 1.57], [3.47, -1.71, 2.19], [-0.23, -3.93, -2.64], [1.54, -3.78, -2.40], [1.79, -3.78, -0.91], [1.65, -2.08, -2.95], [-0.52, -4.93, -2.31], [-0.75, -3.18, -2.05], [-0.47, -3.80, -3.70], [1.01, -1.46, -2.34], [1.35, -2.01, -4.00], [2.68, -1.75, -2.85], [0.56, -0.60, 0.22], [-4.74, -1.20, 0.60], [-4.09, -1.93, -0.13], [-6.06, -1.34, 0.82], [-6.78, -0.44, 1.69], [-6.77, -2.43, 0.17], [-4.29, -0.35, 1.14], [-7.23, -0.99, 2.52], [-7.57, 0.06, 1.13], [-6.11, 0.32, 2.10], [-6.34, -3.38, 0.46], [-6.69, -2.34, -0.91], [-7.82, -2.40, 0.45], [-3.56, -3.46, -6.23], [-4.57, -2.68, -5.44], [-4.02, -2.02, -4.20], [-5.20, -1.98, -3.35], [-5.99, -3.00, -3.70], [-6.94, -3.39, -3.07], [-5.58, -3.55, -4.87], [-4.03, -3.94, -7.09], [-2.76, -2.79, -6.56], [-3.12, -4.25, -5.62], [-5.08, -1.96, -6.08], [-3.63, -1.03, -4.39], [-3.25, -2.61, -3.71], [2.21, 10.13, 0.28], [2.93, 9.30, -0.48], [3.23, 7.99, -0.12], [2.77, 7.51, 1.10], [2.02, 8.37, 1.90], [1.77, 9.65, 1.44], [3.27, 9.71, -1.42], [3.82, 7.36, -0.78], [2.99, 6.49, 1.42], [1.64, 8.04, 2.85], [1.19, 10.35, 2.04], [8.40, -3.15, 5.24], [7.27, -3.80, 4.28], [7.16, -2.32, 3.56], [5.61, -3.72, 3.88], [7.11, -5.42, 4.13], [8.49, -4.06, 3.22], [6.52, -4.01, 5.76], [4.50, -3.60, 5.52], [-1.62, -1.50, -5.05], [4.07, -1.21, 4.83]]}



No. 5
{"formula": "C17H29ClN3O5Yb", "method": "wB97M-V/def2-TZVPD", "homo_lumo_gap_ev": [6.14, 5.72], "e_tot_ha": -2824.02749, "charge": 2, "multiplicity": 2, "relative_energy_kj_mol": 141.5, "homo_energy_ev": [-12.02, -11.99], "symbols": ["Yb", "C", "C", "C", "O", "C", "O", "O", "H", "H", "H", "H", "H", "H", "H", "N", "C", "C", "N", "C", "C", "H", "H", "H", "H", "H", "H", "H", "H", "H", "H", "H", "Cl", "C", "C", "C", "C", "C", "C", "C", "H", "H", "H", "H", "H", "H", "N", "C", "C", "O", "O", "H", "H", "H", "H", "H"], "xyz": [[0.29, -0.45, 0.31], [4.42, 0.04, -1.06], [3.52, -0.92, -0.24], [4.16, -2.36, -0.42], [2.26, -0.88, -0.97], [3.28, -0.50, 1.19], [4.25, -0.52, 1.96], [2.12, -0.03, 1.49], [4.82, -0.32, -2.06], [5.38, 0.30, -0.51], [3.92, 0.95, -1.35], [4.68, -2.50, -1.37], [3.47, -3.15, -0.14], [4.94, -2.45, 0.43], [2.19, -1.46, -1.74], [-0.08, 4.49, 0.08], [0.95, 3.67, 0.82], [1.58, 2.69, -0.11], [0.67, 1.84, -0.81], [-0.21, 2.69, -1.57], [-1.06, 3.63, -0.75], [0.36, 5.13, -0.59], [-0.50, 5.10, 0.72], [0.41, 3.06, 1.60], [1.73, 4.26, 1.29], [2.26, 2.18, 0.58], [2.29, 3.20, -0.80], [1.22, 1.42, -1.59], [-0.90, 2.13, -2.17], [0.35, 3.37, -2.26], [-1.76, 3.17, 0.02], [-1.63, 4.36, -1.34], [-0.37, -2.49, 2.18], [-1.47, -3.21, 1.05], [-2.80, -3.33, 1.45], [-3.70, -3.70, 0.49], [-3.34, -3.77, -0.84], [-2.02, -3.81, -1.19], [-0.99, -3.58, -0.25], [0.37, -3.65, -0.58], [-2.97, -3.19, 2.48], [-4.78, -3.87, 0.75], [-4.08, -3.79, -1.65], [-1.66, -4.00, -2.20], [0.58, -3.69, -1.65], [1.14, -3.65, 0.17], [-4.38, 0.55, 0.81], [-3.30, 1.24, 1.60], [-2.02, 0.58, 1.14], [-0.88, 0.85, 1.73], [-2.08, -0.12, 0.11], [-4.78, 1.07, 0.03], [-5.13, 0.29, 1.40], [-3.92, -0.30, 0.35], [-3.47, 1.09, 2.67], [-3.32, 2.31, 1.33]]}



No. 6
{"formula": "C17H29CsN3OSTa", "method": "wB97M-V/def2-TZVPD", "homo_lumo_gap_ev": [2.95, 2.94], "e_tot_ha": -1379.15049, "charge": 2, "homo_energy_ev": [-13.82, -13.82], "symbols": ["N", "C", "O", "Cs", "Ta", "N", "N", "C", "C", "C", "C", "C", "C", "C", "C", "H", "H", "H", "H", "H", "H", "H", "H", "H", "H", "H", "H", "H", "H", "H", "H", "H", "H", "C", "H", "H", "H", "C", "H", "H", "H", "S", "C", "C", "C", "C", "C", "C", "H", "H", "H", "H", "H"], "xyz": [[-2.15, 1.77, 0.43], [0.02, -2.65, 1.41], [-0.13, -2.30, 2.49], [-4.03, 0.48, -0.58], [-0.75, 0.71, -0.02], [0.44, 2.35, -0.11], [-1.95, -0.39, -1.27], [0.84, 2.94, 1.18], [-2.35, -1.80, -1.50], [-0.35, 3.48, 1.95], [1.78, 4.07, 0.82], [1.54, 1.92, 2.07], [-3.22, -1.76, -2.78], [-1.15, -2.73, -1.73], [-3.08, -2.34, -0.27], [-0.90, 4.25, 1.40], [0.00, 3.96, 2.88], [-1.10, 2.72, 2.18], [2.54, 3.69, 0.13], [2.27, 4.50, 1.69], [1.23, 4.85, 0.30], [0.84, 1.13, 2.40], [1.93, 2.42, 2.97], [2.38, 1.44, 1.55], [-4.19, -1.23, -2.62], [-3.43, -2.79, -3.11], [-2.73, -1.20, -3.59], [-0.56, -2.48, -2.63], [-1.56, -3.74, -1.88], [-0.47, -2.73, -0.87], [-2.70, -1.93, 0.69], [-2.93, -3.43, -0.25], [-4.16, -2.19, -0.33], [-1.01, 0.09, -2.38], [0.04, 0.32, -2.04], [-0.84, -0.74, -3.09], [-1.40, 0.96, -2.93], [-0.13, 3.23, -1.12], [0.52, 4.05, -1.44], [-0.35, 2.67, -2.05], [-1.07, 3.67, -0.82], [1.46, -0.86, -0.24], [2.93, -0.80, 0.69], [3.09, -1.51, 1.90], [3.96, -1.02, 2.87], [4.94, -0.08, 2.52], [5.02, 0.36, 1.18], [4.03, -0.01, 0.26], [2.51, -2.43, 2.03], [3.90, -1.38, 3.89], [5.67, 0.26, 3.25], [5.85, 0.98, 0.86], [4.04, 0.31, -0.77]]}



Copy entry 5 word for word.
{"formula": "C17H29ClN3O5Yb", "method": "wB97M-V/def2-TZVPD", "homo_lumo_gap_ev": [6.14, 5.72], "e_tot_ha": -2824.02749, "charge": 2, "multiplicity": 2, "relative_energy_kj_mol": 141.5, "homo_energy_ev": [-12.02, -11.99], "symbols": ["Yb", "C", "C", "C", "O", "C", "O", "O", "H", "H", "H", "H", "H", "H", "H", "N", "C", "C", "N", "C", "C", "H", "H", "H", "H", "H", "H", "H", "H", "H", "H", "H", "Cl", "C", "C", "C", "C", "C", "C", "C", "H", "H", "H", "H", "H", "H", "N", "C", "C", "O", "O", "H", "H", "H", "H", "H"], "xyz": [[0.29, -0.45, 0.31], [4.42, 0.04, -1.06], [3.52, -0.92, -0.24], [4.16, -2.36, -0.42], [2.26, -0.88, -0.97], [3.28, -0.50, 1.19], [4.25, -0.52, 1.96], [2.12, -0.03, 1.49], [4.82, -0.32, -2.06], [5.38, 0.30, -0.51], [3.92, 0.95, -1.35], [4.68, -2.50, -1.37], [3.47, -3.15, -0.14], [4.94, -2.45, 0.43], [2.19, -1.46, -1.74], [-0.08, 4.49, 0.08], [0.95, 3.67, 0.82], [1.58, 2.69, -0.11], [0.67, 1.84, -0.81], [-0.21, 2.69, -1.57], [-1.06, 3.63, -0.75], [0.36, 5.13, -0.59], [-0.50, 5.10, 0.72], [0.41, 3.06, 1.60], [1.73, 4.26, 1.29], [2.26, 2.18, 0.58], [2.29, 3.20, -0.80], [1.22, 1.42, -1.59], [-0.90, 2.13, -2.17], [0.35, 3.37, -2.26], [-1.76, 3.17, 0.02], [-1.63, 4.36, -1.34], [-0.37, -2.49, 2.18], [-1.47, -3.21, 1.05], [-2.80, -3.33, 1.45], [-3.70, -3.70, 0.49], [-3.34, -3.77, -0.84], [-2.02, -3.81, -1.19], [-0.99, -3.58, -0.25], [0.37, -3.65, -0.58], [-2.97, -3.19, 2.48], [-4.78, -3.87, 0.75], [-4.08, -3.79, -1.65], [-1.66, -4.00, -2.20], [0.58, -3.69, -1.65], [1.14, -3.65, 0.17], [-4.38, 0.55, 0.81], [-3.30, 1.24, 1.60], [-2.02, 0.58, 1.14], [-0.88, 0.85, 1.73], [-2.08, -0.12, 0.11], [-4.78, 1.07, 0.03], [-5.13, 0.29, 1.40], [-3.92, -0.30, 0.35], [-3.47, 1.09, 2.67], [-3.32, 2.31, 1.33]]}